Run A
Formula: C10H16O2
Source: the OMol25 dataset
Level of theory: ωB97M-V/def2-TZVPD

```
28
Properties=species:S:1:pos:R:3
C 1.1532 1.4254 1.8848
C 1.0394 1.3984 0.3782
C -0.0036 2.1096 -0.2066
C -0.1994 2.0120 -1.5716
C 0.6796 1.2836 -2.3449
O 0.3409 1.1010 -3.6586
C 1.8463 0.7284 -1.8067
C 1.9836 0.7631 -0.4236
H 1.3885 0.4279 2.2842
H 0.3006 1.8554 2.3834
H 2.1232 1.8688 2.1552
H -0.6731 2.6939 0.4061
H -1.0675 2.3897 -2.0978
H 0.9112 0.4940 -4.1231
H 2.5948 0.2887 -2.4476
H 2.8691 0.3732 0.0492
C -1.0871 -1.7351 0.3137
C -1.8218 -2.3115 1.4900
C -1.2725 -3.6384 2.0904
O -1.7671 -1.3046 2.5529
H -0.6235 -2.5528 -0.2402
H -0.2916 -1.0669 0.6342
H -1.8259 -1.2404 -0.3149
H -2.8844 -2.5040 1.3499
H -0.2027 -3.4624 2.2291
H -1.7728 -3.7799 3.0411
H -1.4314 -4.4537 1.3892
H -2.1993 -1.6806 3.3220
```

Computed properties:
Orbital gap ... 9.037 eV
HOMO level ... -8.181 eV

natural (NBO) atomic charge list, values in e, 8 entries: C -0.631; C -0.050; C -0.185; C -0.270; C 0.301; O -0.682; C -0.290; C -0.189

---

Run B
Formula: C10H16O2
Source: the OMol25 dataset
Level of theory: ωB97M-V/def2-TZVPD

```
28
Properties=species:S:1:pos:R:3
O 2.1644 -0.4417 -1.3640
C 1.4893 0.3256 -0.7065
C 1.3476 1.7808 -1.1624
C 0.1730 2.4580 -0.4677
C -1.0066 1.4854 -0.3101
O -1.3843 0.9750 -1.5860
C -0.6322 0.3866 0.7550
C -1.5972 -0.8305 0.7455
C -1.0428 -1.9392 -0.1495
C 0.2695 -2.5231 0.3606
C 1.1138 -1.4862 1.1293
C 0.8797 -0.0338 0.6755
H 2.2604 2.3145 -0.9167
H 1.2369 1.8386 -2.2190
H -0.1606 3.3258 -1.0477
H 0.4997 2.8031 0.5171
H -1.8750 2.0712 0.0822
H -1.4401 1.6492 -2.2561
H -0.7204 0.8265 1.7663
H -1.6606 -1.2207 1.7589
H -2.6234 -0.4889 0.4625
H -1.7804 -2.7287 -0.2158
H -0.9195 -1.5140 -1.1317
H 0.1127 -3.3779 1.0506
H 0.8267 -2.9063 -0.4599
H 0.9091 -1.5789 2.1878
H 2.1684 -1.7112 1.0683
H 1.3922 0.5406 1.4336
```

Computed properties:
Orbital gap ... 9.883 eV
HOMO level ... -9.212 eV

natural (NBO) atomic charge list, values in e, 8 entries: O -0.545; C 0.620; C -0.515; C -0.424; C 0.110; O -0.739; C -0.215; C -0.397

---

run B comes first in stability; the runner-up is 0.0185 hartree higher.

---

Run A
Formula: C2H6N4OS
Source: the OMol25 dataset
Level of theory: ωB97M-V/def2-TZVPD

```
14
Properties=species:S:1:pos:R:3
H 3.1179 -0.7789 0.5149
N 2.2387 -0.3342 0.1188
C 1.7555 0.6353 0.9156
N 0.7173 1.5793 0.7103
S -0.2821 1.7369 -0.6893
C -1.2199 0.3669 -0.8702
N -2.4683 0.4514 -1.3232
H -2.5341 -0.6750 -1.5361
N -0.5063 -0.7661 -0.4650
O -1.3691 -1.8774 -0.5411
H 2.1711 0.5347 1.9651
H -0.0034 1.6024 1.5847
H 0.4684 -0.8233 -0.6363
H -2.0857 -1.6520 0.2518
```

Computed properties:
Orbital gap ... 9.612 eV
HOMO level ... -9.275 eV

natural (NBO) atomic charge list, values in e, 8 entries: H 0.371; N -0.739; C 0.285; N -0.782; S 0.505; C 0.122; N -0.676; H 0.349

---

Run B
Formula: C2H6N4OS
Source: the OMol25 dataset
Level of theory: ωB97M-V/def2-TZVPD

```
14
Properties=species:S:1:pos:R:3
N -0.9687 -0.1609 2.1191
N 0.0772 -0.4320 1.1318
C -0.0542 0.1179 0.0005
N -0.8738 1.1665 -0.3596
S -1.6848 1.1990 -1.7994
C 1.0498 -0.3579 -0.9569
N 1.4765 -1.6502 -0.7317
O 1.4099 0.2896 -1.9446
H -0.4587 0.6744 2.7649
H -0.8014 -1.0029 2.7361
H -1.4267 1.4245 0.5104
H -1.5210 2.6443 -2.3215
H 1.3837 -2.1266 0.0855
H 2.3921 -1.7856 -1.2346
```

Computed properties:
Orbital gap ... 9.596 eV
HOMO level ... -8.962 eV

natural (NBO) atomic charge list, values in e, 8 entries: N -0.692; N -0.342; C 0.311; N -0.775; S 0.207; C 0.629; N -0.801; O -0.584

---

run B comes first in stability; the runner-up is 0.0818 hartree higher.

---

Run A
Formula: C3H9N2O2
Source: the OMol25 dataset
Level of theory: ωB97M-V/def2-TZVPD

```
16
Properties=species:S:1:pos:R:3
C 1.8467 -0.9991 -1.3963
C 1.6094 -1.3824 -0.0935
N 0.4866 -0.6894 0.3273
C 0.0374 0.2062 -0.6452
N 0.9351 0.0362 -1.6681
H 2.4940 -1.6373 -2.1377
H 2.0130 -2.2067 0.4669
H -0.0977 -0.8549 1.0829
H -0.9218 0.9099 -0.3898
H 0.9369 0.5806 -2.6195
H -0.5599 3.2415 0.6417
H -0.7335 2.3791 1.9999
O -0.3916 2.3990 1.1409
H -2.9076 -1.3402 1.2086
H -2.6096 0.1685 1.1371
O -2.1375 -0.8107 0.9449
```

Computed properties:
Orbital gap ... 10.837 eV
Net charge ... +1
HOMO level ... -13.836 eV

natural (NBO) atomic charge list, values in e, 8 entries: C -0.074; C -0.041; N -0.467; C 0.257; N -0.502; H 0.286; H 0.259; H 0.459

---

Run B
Formula: C3H9N2O2
Source: the OMol25 dataset
Level of theory: ωB97M-V/def2-TZVPD

```
16
Properties=species:S:1:pos:R:3
N -0.2762 1.9226 -0.6714
C -0.0672 1.3345 0.5581
O 1.2751 1.1283 0.8272
O -0.8995 0.9668 1.3718
H 0.3289 2.6749 -0.9949
H -1.2302 2.2403 -0.7981
H 1.7933 1.4300 0.0453
C 0.0965 -1.5021 -0.5845
C -1.0713 -0.9705 -0.8948
N 0.4849 -1.5231 0.8417
H 0.8975 -1.8350 -1.2521
H -1.1983 -0.4611 -1.8471
H -1.8280 -0.7730 -0.1865
H 1.4221 -1.2144 1.0156
H -0.1366 -0.9275 1.3985
H 0.4090 -2.4909 1.1710
```

Computed properties:
Orbital gap ... 11.589 eV
Net charge ... +1
HOMO level ... -14.943 eV

natural (NBO) atomic charge list, values in e, 8 entries: N -0.862; C 0.893; O -0.707; O -0.624; H 0.414; H 0.418; H 0.498; C -0.088

---

Run C
Formula: C3H9N2O2
Source: the OMol25 dataset
Level of theory: ωB97M-V/def2-TZVPD

```
16
Properties=species:S:1:pos:R:3
C -0.5780 0.5703 0.7160
C 1.8458 -1.5054 -0.8400
C 0.3335 -1.3496 -0.6119
N -0.7057 1.5184 1.6052
N 0.1385 -0.4958 0.6033
O -2.0544 2.4033 -0.4898
O -1.5103 1.2538 -0.9011
H 2.3184 -2.3030 -0.3783
H 2.0346 -1.7726 -1.9742
H 2.4634 -0.6301 -0.6581
H -0.0832 -2.2866 -0.5622
H -0.1002 -0.6843 -1.4446
H -0.7642 1.3430 2.6468
H -0.8623 2.4305 1.1866
H 0.4956 -0.8456 1.4622
H -2.9716 2.3536 -0.3601
```

Computed properties:
Orbital gap (spin up / spin down) ... 9.845 / 9.842 eV
Net charge ... +1
HOMO level (spin up / spin down) ... -14.909 / -14.905 eV

natural (NBO) atomic charge list, values in e, 8 entries: C 0.768; C -0.643; C -0.210; N -0.798; N -0.533; O -0.398; O -0.206; H 0.229

---

run B comes first in stability; the runner-up is 0.0184 hartree higher.

---

Run A
Formula: C2H6N2OS
Source: the OMol25 dataset
Level of theory: ωB97M-V/def2-TZVPD

```
12
Properties=species:S:1:pos:R:3
N 0.5067 0.0437 -1.4564
C 0.7852 -0.5560 -0.1404
C 0.1995 0.3634 0.9606
O 0.9498 1.0896 1.6322
N -1.1320 0.3552 1.2235
S -2.3307 -0.4296 0.3311
H 0.9727 0.9950 -1.5286
H 1.0196 -0.4833 -2.1095
H 0.3169 -1.5502 0.0002
H 1.8922 -0.6109 0.0208
H -1.3955 1.0098 1.9222
H -1.7844 -0.2268 -0.8558
```

Computed properties:
Orbital gap ... 9.761 eV
HOMO level ... -8.961 eV

natural (NBO) atomic charge list, values in e, 8 entries: N -0.835; C -0.319; C 0.654; O -0.616; N -0.762; S 0.177; H 0.367; H 0.359

---

Run B
Formula: C2H6N2OS
Source: the OMol25 dataset
Level of theory: ωB97M-V/def2-TZVPD

```
12
Properties=species:S:1:pos:R:3
H -0.0328 2.3557 0.6149
N 0.8079 1.8105 0.5112
C 0.4658 0.7191 -0.0673
N 1.5365 -0.2002 -0.2621
O 1.3173 -1.5223 0.1606
S -1.1144 0.1856 -0.6714
C -1.6900 -0.7195 0.7903
H 2.2730 0.1648 0.2634
H 1.3399 -2.0280 -0.6751
H -0.8542 -1.2692 1.1713
H -1.9604 0.0627 1.5089
H -2.5393 -1.3466 0.4920
```

Computed properties:
Orbital gap ... 9.801 eV
HOMO level ... -9.199 eV

natural (NBO) atomic charge list, values in e, 8 entries: H 0.349; N -0.645; C 0.240; N -0.354; O -0.570; S 0.174; C -0.725; H 0.360

---

run A comes first in stability; the runner-up is 0.0607 hartree higher.